<1>
Computed, not measured: a 2-piece molecular cluster, C4H13NO2 overall, with wB97M-V/def2-TZVPD.

```
20
C4H13NO2 (wB97M-V/def2-TZVPD)
C 0.418 -1.809 0.983
C 1.164 -1.020 -0.084
C 0.536 0.345 -0.345
C 0.417 1.202 0.900
O -0.760 0.098 -0.918
N 1.273 -1.736 -1.350
H -0.592 -2.025 0.626
H 0.376 -1.239 1.912
H 0.906 -2.758 1.194
H 2.180 -0.817 0.287
H 1.157 0.815 -1.110
H 0.431 2.268 0.654
H 1.272 1.059 1.558
H -0.501 0.988 1.442
H -0.996 0.847 -1.476
H 0.573 -1.411 -2.002
H 1.177 -2.730 -1.233
H -2.531 2.027 -0.456
H -3.204 3.305 0.029
O -3.296 2.590 -0.610
```

Summary:
net charge: 0
LUMO: 0.63 eV
frontier orbital gap: 9.749 eV

Atomic partial charges in e from the Löwdin method, atoms 1 to 5: number 1, C, carries -0.06; number 2, C, carries -0.43; number 3, C, carries -0.41; number 4, C, carries -0.05; number 5, O, carries -0.05

<2>
Computed, not measured: a 3-piece molecular cluster, C4H13NO2 overall, with wB97M-V/def2-TZVPD.

```
20
C4H13NO2 (wB97M-V/def2-TZVPD)
C -0.413 -0.316 1.771
N 0.269 0.614 -0.690
C 0.838 -0.651 -0.285
C 0.326 -1.233 0.857
C 1.879 -1.027 -1.315
H -1.214 -0.828 2.295
H 0.352 -0.029 2.400
H -1.004 0.391 1.234
H 0.010 1.231 0.145
H 0.823 0.983 -1.525
H 0.507 -2.213 1.394
H 2.141 -2.013 -1.288
H 2.706 -0.362 -1.124
H 1.434 -1.075 -2.342
H 1.178 2.423 -6.264
H 1.454 3.219 -5.014
O 1.473 3.342 -5.917
H -4.217 -1.119 5.913
H -4.105 -0.867 4.492
O -4.438 -0.470 5.262
```

Summary:
net charge: 0
LUMO: 0.47 eV
frontier orbital gap: 8.374 eV

Atomic partial charges in e from the Löwdin method, atoms 1 to 5: number 1, C, carries -0.14; number 2, N, carries 0.02; number 3, C, carries -0.38; number 4, C, carries -0.13; number 5, C, carries -0.06

<3>
Computed, not measured: a 3-piece molecular cluster, C4H13NO2 overall, with wB97M-V/def2-TZVPD.

```
20
C4H13NO2 (wB97M-V/def2-TZVPD)
N -1.667 -0.382 -1.198
C -1.600 0.683 -0.220
C -0.875 0.134 1.007
C -0.159 -1.093 0.628
C -1.020 -1.579 -0.566
H -1.152 -0.064 -1.997
H -1.219 1.540 -0.664
H -2.672 0.971 0.146
H -0.328 1.018 1.347
H -1.603 -0.138 1.911
H 0.822 -0.610 0.377
H 0.162 -1.926 1.230
H -0.243 -2.052 -1.230
H -1.810 -2.392 -0.602
H 0.803 1.359 -0.664
H 1.698 0.523 -1.567
O 1.772 1.328 -0.965
H 2.487 0.989 0.449
H 3.806 0.897 1.244
O 2.800 0.794 1.334
```

Summary:
net charge: 0
LUMO: 0.40 eV
frontier orbital gap: 9.447 eV

Atomic partial charges in e from the Löwdin method, atoms 1 to 5: number 1, N, carries -0.06; number 2, C, carries -0.26; number 3, C, carries -0.24; number 4, C, carries -0.20; number 5, C, carries -0.20

Which structure is the most stable? The one labeled <1>.

<1>
Computed, not measured: a 3-piece molecular cluster, C4H13NO2 overall, with wB97M-V/def2-TZVPD.

```
20
C4H13NO2 (wB97M-V/def2-TZVPD)
C 1.037 -2.046 0.919
C 1.370 -1.003 -0.186
C 0.247 -0.718 -1.158
C 0.327 1.034 -2.698
N 0.229 0.694 -1.484
H 1.073 -1.580 1.933
H -0.029 -2.307 0.927
H 1.735 -2.860 1.180
H 2.245 -1.454 -0.750
H 1.681 -0.114 0.350
H -0.665 -0.870 -0.546
H 0.067 -1.405 -1.972
H 0.311 0.386 -3.591
H 0.083 2.014 -3.020
H -2.079 0.059 1.305
H -0.723 0.234 1.576
O -1.557 0.468 2.021
H -2.250 3.101 2.291
H -1.076 3.183 1.554
O -2.027 3.182 1.350
```

Summary:
net charge: 0
LUMO: 0.88 eV
frontier orbital gap: 10.875 eV

Atomic partial charges in e from the Löwdin method, atoms 1 to 5: number 1, C, carries -0.12; number 2, C, carries -0.25; number 3, C, carries -0.28; number 4, C, carries -0.05; number 5, N, carries -0.02

<2>
Computed, not measured: a 2-piece molecular cluster, C4H13NO2 overall, with wB97M-V/def2-TZVPD.

```
20
C4H13NO2 (wB97M-V/def2-TZVPD)
C 0.395 0.996 0.750
C 0.644 0.507 -0.694
C -0.639 0.032 -1.340
C -1.694 1.067 -1.195
O -0.991 -1.139 -0.661
N 1.591 -0.669 -0.401
H -0.484 1.728 0.878
H 1.378 1.583 0.980
H 0.409 0.129 1.456
H 1.221 1.155 -1.330
H -0.497 -0.526 -2.315
H -2.121 1.538 -2.103
H -1.405 2.005 -0.585
H -2.536 0.668 -0.631
H -1.158 -1.046 0.324
H 1.293 -1.549 -0.882
H 1.769 -0.647 0.524
H 1.224 -2.615 2.550
H 0.665 -1.436 1.941
O 0.937 -1.782 2.732
```

Summary:
net charge: 0
LUMO: 0.78 eV
frontier orbital gap: 9.865 eV

Atomic partial charges in e from the Löwdin method, atoms 1 to 5: number 1, C, carries -0.07; number 2, C, carries -0.35; number 3, C, carries -0.44; number 4, C, carries -0.06; number 5, O, carries -0.09

Which structure is the most stable? The one labeled <1>.

<1>
Computed, not measured: a 3-piece molecular cluster, C10H15NO4 overall, with wB97M-V/def2-TZVPD.

```
30
C10H15NO4 (wB97M-V/def2-TZVPD)
C -1.018 -1.610 0.145
C -0.720 -2.763 -0.123
C -0.916 1.966 3.064
C -2.160 2.148 2.980
C 0.395 2.193 2.704
C -0.058 -0.215 -2.139
C -0.663 -4.202 -0.450
C 1.629 1.679 3.505
C 2.177 -0.706 -1.424
C 0.823 -2.233 -2.892
N 1.038 -0.949 -2.326
O 0.688 2.779 1.529
O -3.338 2.138 3.066
O -0.143 0.805 -1.519
O -1.188 -0.697 -2.847
H -0.666 -0.676 0.530
H -0.631 -4.854 0.450
H 0.098 -4.454 -1.096
H -1.443 -4.508 -1.106
H 1.522 0.756 4.062
H 1.985 2.554 4.050
H 2.603 1.559 2.873
H 3.045 -0.466 -2.005
H 1.818 0.224 -0.971
H 2.288 -1.623 -0.821
H 1.796 -2.686 -3.254
H 0.398 -2.946 -2.287
H 0.240 -2.072 -3.726
H -0.174 2.912 1.076
H -1.880 -0.037 -2.863
```

Summary:
net charge: 0
LUMO: 0.14 eV
frontier orbital gap: 8.961 eV

Atomic partial charges in e from the Löwdin method, atoms 1 to 5: number 1, C, carries 0.10; number 2, C, carries -0.15; number 3, C, carries 0.02; number 4, C, carries -0.26; number 5, C, carries -0.33

<2>
Computed, not measured: one molecule with the formula C10H15NO4, with wB97M-V/def2-TZVPD.

```
30
C10H15NO4 (wB97M-V/def2-TZVPD)
C -1.194 -1.874 0.624
C 0.212 1.477 0.621
C 0.737 0.092 0.786
C -1.082 -0.811 -0.292
C -1.884 0.463 -0.074
C -2.723 0.784 -1.312
C -2.760 0.357 1.179
C 3.201 -0.114 0.846
C 2.071 0.445 -1.324
C 1.951 -0.337 -0.016
N -1.207 -2.740 1.383
O 0.856 2.456 0.896
O -1.015 1.602 0.110
O -0.691 -1.073 -1.563
O 1.819 -1.714 -0.368
H 0.649 -0.336 1.777
H -3.534 0.067 -1.410
H -2.105 0.746 -2.203
H -3.126 1.787 -1.208
H -3.323 1.280 1.303
H -2.144 0.212 2.064
H -3.456 -0.473 1.094
H 3.265 0.935 1.122
H 4.086 -0.393 0.280
H 3.157 -0.710 1.756
H 2.920 0.070 -1.889
H 1.174 0.327 -1.924
H 2.222 1.499 -1.114
H -0.012 -1.770 -1.566
H 1.937 -2.253 0.422
```

Summary:
net charge: 0
LUMO (spin up / spin down): -0.32 / -0.32 eV
frontier orbital gap (spin up / spin down): 8.323 / 8.322 eV

Atomic partial charges in e from the Löwdin method, atoms 1 to 5: number 1, C, carries -0.21; number 2, C, carries -0.48; number 3, C, carries 0.09; number 4, C, carries -0.25; number 5, C, carries -0.47

Which structure is the most stable? The one labeled <2>.